The following is a quantum chemistry calculation of 13 unconnected molecules or ions with the total composition C52H104O13 in a non-equilibrium geometry, from the OMol25 dataset.

The geometry in ORCA input format:
```
! RIJCOSX wB97M-V def2-TZVPD def2/J DEFGRID3
* xyz 0 1
C 8.058 0.028 -2.888
C 9.047 0.876 -2.196
C 8.549 1.085 -0.811
O 7.369 0.374 -0.754
C 7.402 -0.625 -1.747
H 8.408 -0.672 -3.646
H 7.273 0.652 -3.316
H 9.303 1.718 -2.840
H 9.942 0.254 -2.215
H 8.453 2.126 -0.501
H 9.314 0.719 -0.126
H 6.410 -1.048 -1.909
H 7.887 -1.554 -1.449
C -6.019 -5.779 -2.709
C -6.790 -6.261 -1.539
C -5.915 -6.030 -0.394
O -4.575 -6.278 -0.872
C -4.518 -5.850 -2.232
H -6.318 -4.758 -2.943
H -6.036 -6.339 -3.644
H -7.132 -7.295 -1.578
H -7.733 -5.722 -1.456
H -6.088 -6.830 0.326
H -6.043 -5.053 0.071
H -4.011 -6.501 -2.944
H -4.180 -4.814 -2.227
C 4.132 -3.217 -7.624
C 5.161 -4.301 -7.444
C 4.335 -5.547 -7.010
O 3.009 -5.000 -6.686
C 3.032 -3.585 -6.644
H 3.722 -3.081 -8.625
H 4.587 -2.275 -7.320
H 5.787 -3.964 -6.618
H 5.856 -4.488 -8.263
H 4.811 -6.037 -6.161
H 4.117 -6.223 -7.836
H 3.126 -3.214 -5.623
H 2.142 -3.237 -7.169
C 1.303 6.259 -6.741
C 2.602 7.072 -6.782
C 3.686 6.065 -7.053
O 3.057 4.806 -6.742
C 1.800 5.004 -6.113
H 0.981 6.100 -7.770
H 0.555 6.772 -6.137
H 2.703 7.472 -5.773
H 2.578 7.954 -7.421
H 4.578 6.401 -6.524
H 3.862 6.041 -8.128
H 1.917 5.060 -5.030
H 1.104 4.216 -6.401
C -6.574 2.688 8.172
C -5.110 2.806 7.734
C -5.052 1.723 6.644
O -6.443 1.448 6.316
C -7.234 2.492 6.869
H -6.979 3.602 8.608
H -6.783 1.837 8.820
H -4.381 2.737 8.541
H -4.887 3.764 7.264
H -4.716 0.732 6.948
H -4.515 2.002 5.738
H -8.259 2.195 7.087
H -7.247 3.395 6.258
C 6.335 6.010 3.810
C 5.695 6.894 4.800
C 6.123 6.450 6.193
O 6.179 5.090 6.053
C 6.671 4.818 4.785
H 7.223 6.410 3.320
H 5.664 5.629 3.041
H 4.608 6.811 4.775
H 5.803 7.941 4.514
H 5.338 6.612 6.931
H 7.066 6.854 6.562
H 6.121 3.953 4.414
H 7.731 4.574 4.852
C 0.731 -10.213 -0.397
C 0.884 -9.040 -1.368
C 1.120 -7.767 -0.458
O 1.471 -8.319 0.790
C 1.173 -9.702 0.964
H 1.271 -11.131 -0.630
H -0.311 -10.530 -0.404
H -0.036 -8.956 -1.947
H 1.698 -9.228 -2.068
H 0.253 -7.106 -0.472
H 2.014 -7.264 -0.826
H 0.443 -9.951 1.734
H 2.139 -10.108 1.263
C -0.530 8.551 -0.796
C -1.320 9.592 -1.593
C -0.540 10.924 -1.200
O 0.835 10.388 -1.149
C 0.911 8.999 -1.033
H -0.768 7.630 -1.328
H -0.775 8.455 0.262
H -2.349 9.570 -1.236
H -1.242 9.472 -2.674
H -0.793 11.242 -0.189
H -0.678 11.753 -1.894
H 1.441 8.803 -0.101
H 1.342 8.445 -1.867
C 5.969 -3.867 5.356
C 6.959 -3.117 6.243
C 6.102 -2.095 6.951
O 4.884 -1.958 6.216
C 4.617 -3.213 5.638
H 6.096 -4.879 5.740
H 6.285 -3.923 4.314
H 7.646 -2.487 5.677
H 7.421 -3.786 6.968
H 6.593 -1.127 7.054
H 5.773 -2.390 7.947
H 4.129 -3.083 4.672
H 3.974 -3.893 6.195
C -0.550 -0.486 0.040
C 0.411 0.680 0.313
C 0.584 0.633 1.845
O -0.298 -0.274 2.400
C -0.625 -1.243 1.402
H -0.142 -1.181 -0.695
H -1.503 -0.149 -0.369
H -0.023 1.632 0.006
H 1.330 0.584 -0.267
H 0.236 1.616 2.162
H 1.631 0.540 2.135
H -1.657 -1.486 1.656
H 0.095 -2.031 1.623
C -4.107 0.788 -6.297
C -4.394 2.018 -7.177
C -4.872 1.472 -8.517
O -4.914 0.070 -8.387
C -5.015 -0.209 -6.980
H -4.352 0.919 -5.242
H -3.073 0.467 -6.421
H -3.559 2.706 -7.307
H -5.196 2.690 -6.872
H -4.147 1.629 -9.315
H -5.902 1.703 -8.790
H -4.711 -1.248 -6.848
H -6.027 -0.259 -6.578
C -4.474 -7.380 7.660
C -3.456 -7.361 6.570
C -3.835 -6.120 5.773
O -5.239 -6.114 5.784
C -5.589 -6.430 7.134
H -4.082 -7.105 8.639
H -4.785 -8.422 7.741
H -3.519 -8.273 5.976
H -2.507 -7.142 7.058
H -3.467 -6.016 4.752
H -3.485 -5.257 6.339
H -6.626 -6.763 7.197
H -5.659 -5.536 7.752
C -7.390 3.522 -0.721
C -6.348 2.838 0.208
C -5.529 4.066 0.860
O -5.925 5.201 0.045
C -7.268 4.959 -0.282
H -8.438 3.235 -0.642
H -7.092 3.488 -1.769
H -5.710 2.073 -0.233
H -6.763 2.265 1.036
H -4.466 3.917 1.050
H -5.851 4.241 1.886
H -7.583 5.638 -1.074
H -7.946 5.267 0.514
*
```

Summary:
- Largest force on an atom: 3.4 eV/A
- ΔE to the lowest compared entry with this formula, charge and spin: 131.7 kcal/mol
- HOMO-LUMO gap: 9.6 eV

=====

The following is a quantum chemistry calculation of 10 unconnected molecules or ions with the total composition C52H107F3O26 in a non-equilibrium geometry, from the OMol25 dataset.

The geometry in ORCA input format:
```
! RIJCOSX wB97M-V def2-TZVPD def2/J DEFGRID3
* xyz 0 1
C 5.417 -3.631 4.077
C 5.073 -4.936 3.363
O 4.010 -4.638 2.477
C 4.234 -4.123 1.211
O 5.367 -3.985 0.806
C 3.011 -3.704 0.423
F 3.013 -4.128 -0.810
F 1.884 -4.056 0.999
F 3.056 -2.360 0.384
H 5.559 -2.854 3.327
H 6.297 -3.600 4.720
H 4.564 -3.240 4.632
H 4.702 -5.713 4.032
H 5.902 -5.309 2.761
C 2.946 4.146 -2.009
O 3.937 5.019 -2.614
C 4.091 5.016 -4.030
C 2.957 5.791 -4.711
O 3.103 5.322 -6.055
C 2.064 5.530 -7.019
C 2.551 5.633 -8.444
O 3.331 6.825 -8.569
C 3.726 7.123 -9.851
H 1.964 4.110 -2.481
H 2.852 4.420 -0.959
H 3.402 3.161 -1.908
H 4.110 4.000 -4.424
H 5.069 5.435 -4.265
H 3.209 6.851 -4.687
H 1.985 5.583 -4.262
H 1.485 6.428 -6.802
H 1.251 4.844 -6.782
H 1.713 5.667 -9.140
H 3.175 4.765 -8.659
H 4.017 6.227 -10.400
H 4.536 7.851 -9.809
H 2.919 7.577 -10.425
C -0.532 3.644 5.468
O -1.502 3.618 4.408
C -1.302 2.500 3.535
C -2.353 2.543 2.320
O -3.722 2.321 2.695
C -4.029 1.042 3.134
C -5.539 0.767 3.348
O -6.151 0.918 2.077
C -7.401 0.339 1.944
H 0.481 3.532 5.081
H -0.668 2.821 6.168
H -0.565 4.566 6.049
H -1.387 1.559 4.079
H -0.323 2.554 3.060
H -2.103 1.780 1.583
H -2.252 3.476 1.766
H -3.492 0.885 4.069
H -3.793 0.290 2.382
H -6.007 1.531 3.969
H -5.688 -0.232 3.756
H -7.270 -0.710 1.676
H -7.939 0.820 1.127
H -7.981 0.488 2.855
C 5.057 1.815 0.230
O 5.127 2.548 1.427
C 6.419 3.059 1.797
C 7.318 1.953 2.465
O 6.629 1.619 3.637
C 7.177 0.478 4.258
C 6.393 0.000 5.556
O 4.966 0.093 5.314
C 4.193 -0.514 6.350
H 5.118 2.515 -0.603
H 4.061 1.389 0.108
H 5.787 1.021 0.073
H 6.300 3.905 2.474
H 6.917 3.457 0.913
H 8.312 2.357 2.656
H 7.435 1.105 1.790
H 8.194 0.643 4.614
H 7.211 -0.320 3.516
H 6.581 0.634 6.422
H 6.708 -0.993 5.876
H 4.595 -0.323 7.345
H 4.243 -1.599 6.253
H 3.176 -0.134 6.439
C -3.424 -3.268 1.471
O -3.979 -4.609 1.536
C -5.392 -4.664 1.839
C -6.009 -6.051 1.500
O -7.266 -6.247 2.083
C -8.023 -7.286 1.487
C -7.407 -8.672 1.719
O -6.603 -8.947 0.562
C -6.324 -10.291 0.345
H -3.364 -2.780 0.498
H -2.438 -3.240 1.933
H -3.919 -2.542 2.116
H -5.932 -3.918 1.255
H -5.543 -4.370 2.878
H -5.286 -6.807 1.807
H -6.138 -6.202 0.429
H -8.163 -7.061 0.430
H -8.973 -7.206 2.015
H -8.280 -9.294 1.915
H -6.790 -8.606 2.615
H -7.249 -10.860 0.256
H -5.683 -10.741 1.103
H -5.921 -10.436 -0.657
C -1.874 -2.016 -6.538
O -1.247 -0.749 -6.288
C -1.537 -0.034 -5.049
C -0.560 1.167 -4.902
O 0.755 0.717 -4.571
C 1.805 1.694 -4.849
C 3.123 0.969 -4.662
O 3.270 0.449 -3.371
C 4.607 -0.005 -3.164
H -2.108 -2.543 -5.613
H -1.270 -2.669 -7.168
H -2.850 -1.864 -6.998
H -1.384 -0.725 -4.219
H -2.525 0.420 -4.975
H -0.927 1.847 -4.134
H -0.705 1.803 -5.775
H 1.668 2.586 -4.238
H 1.635 1.947 -5.896
H 3.915 1.689 -4.865
H 3.277 0.124 -5.333
H 5.193 0.890 -2.955
H 5.111 -0.466 -4.013
H 4.630 -0.680 -2.308
C -1.977 2.357 -1.455
O -2.593 1.153 -1.741
C -3.872 0.886 -1.121
C -4.236 -0.649 -1.288
O -4.507 -1.112 -2.639
C -4.442 -2.591 -2.775
C -5.416 -3.436 -1.870
O -6.751 -3.004 -2.196
C -7.724 -3.269 -1.196
H -1.057 2.461 -2.030
H -1.712 2.515 -0.410
H -2.483 3.274 -1.758
H -4.619 1.467 -1.661
H -3.806 1.114 -0.057
H -4.988 -1.089 -0.632
H -3.268 -1.086 -1.044
H -3.384 -2.847 -2.716
H -4.650 -2.978 -3.772
H -5.026 -3.266 -0.866
H -5.253 -4.501 -2.036
H -7.466 -2.890 -0.207
H -7.951 -4.330 -1.100
H -8.694 -2.894 -1.524
O 2.438 2.680 2.128
C 1.883 3.749 2.065
C 2.090 4.934 3.014
C 0.951 5.846 2.506
C 0.569 5.401 1.120
O 1.092 4.117 0.992
H 1.919 4.663 4.056
H 3.063 5.425 3.000
H 0.034 5.892 3.093
H 1.329 6.857 2.358
H -0.494 5.500 0.898
H 1.134 6.141 0.553
O 2.389 0.421 4.038
C 1.630 -0.522 3.956
C 2.017 -1.943 3.552
C 0.623 -2.612 3.343
C -0.205 -1.793 4.258
O 0.348 -0.472 4.151
H 2.643 -1.850 2.665
H 2.619 -2.336 4.371
H 0.187 -2.569 2.345
H 0.619 -3.651 3.673
H -1.260 -1.806 3.983
H -0.273 -2.076 5.308
O -1.376 -0.835 1.440
C -0.538 -0.595 0.547
C 0.645 0.320 0.615
C 1.264 0.095 -0.716
C 0.357 -0.742 -1.558
O -0.670 -1.096 -0.640
H 0.185 1.295 0.773
H 1.291 0.138 1.474
H 1.580 1.054 -1.127
H 2.200 -0.446 -0.579
H -0.105 -0.165 -2.359
H 0.918 -1.557 -2.015
*
```

Summary:
- Largest force on an atom: 4.7 eV/A
- SMILES: CCOC(=O)C(F)(F)F.COCCOCCOC.COCCOCCOC.COCCOCCOC.COCCOCCOC.COCCOCCOC.COCCOCCOC.O=C1CCCO1.O=C1CCCO1.O=C1CCCO1
- HOMO-LUMO gap: 9.8 eV

=====

no.,E_HOMO (eV)
1,-9.4
2,-9.2